16
Properties=species:S:1:pos:R:3:nbo_charge:R:1 method="wB97M-V/def2-TZVPD" energy_ha=-304.989517 e_lumo_ha=0.032 homo_ha=-0.309 de_lowest_kj_mol=223.5 smiles="C=CN.NCO" multiplicity=1 orbital_gap_ev=9.28 fmax_ev_per_a=1.58
C 2.076 -1.079 1.104 0.026
H -1.345 1.609 0.025 0.132
H -3.043 1.253 -1.163 0.348
H -2.715 -0.188 -0.704 0.361
N 1.436 -2.111 0.459 -0.845
C -1.107 1.135 -0.928 0.093
H 0.499 -1.882 0.215 0.388
H -1.482 1.994 -2.539 0.472
H 0.545 -0.416 2.280 0.192
C 1.499 -0.137 1.842 -0.536
O -0.771 2.133 -1.884 -0.717
H 3.144 -1.056 0.856 0.170
H 1.864 -3.009 0.440 0.393
H 2.025 0.755 2.138 0.212
N -2.385 0.504 -1.372 -0.854
H -0.240 0.495 -0.767 0.164

---

81
Properties=species:S:1:pos:R:3:lowdin_charge:R:1 method="wB97M-V/def2-TZVPD" energy_ha=-3763.400597 e_lumo_ha=-0.009 homo_ha=-0.293 de_lowest_kj_mol=52.7 multiplicity=1 orbital_gap_ev=7.73 fmax_ev_per_a=0.44
H -0.811 4.630 -4.889 0.101
C -2.342 1.104 -0.337 -0.736
C 2.197 -1.810 0.967 -0.606
H 3.933 2.384 -2.623 0.097
S 1.644 3.854 -3.662 1.123
C -2.918 -1.737 2.068 -0.371
C -2.423 0.352 -2.520 -0.097
C -1.785 5.582 -3.202 -0.096
C 1.975 -3.643 -0.811 0.015
N 4.178 1.367 1.211 0.014
O 2.602 -2.602 1.804 0.064
H -0.493 -5.985 4.426 0.106
H -2.712 -1.372 4.173 0.112
C 5.734 2.859 2.113 -0.116
C -3.787 0.565 -2.594 -0.061
N -1.728 0.606 -1.413 -0.014
S -1.153 -1.899 1.819 1.003
C -5.130 -1.683 1.174 -0.073
C 2.069 3.045 -2.202 -0.721
N -0.131 3.293 -1.935 0.049
C -3.765 -1.829 0.975 -0.069
O 2.083 -0.535 1.091 -0.178
H -0.680 -7.470 2.461 0.103
S -1.297 1.448 1.019 0.669
C 1.203 -2.992 -2.991 0.023
H -2.641 5.943 -3.773 0.071
C -1.038 -3.675 2.031 -0.358
H 4.640 5.375 2.215 0.091
C 4.029 4.623 2.721 -0.054
H -4.195 1.735 0.561 0.109
C -0.683 -5.567 3.446 -0.074
C -1.009 -5.864 1.079 -0.072
C -1.135 -4.492 0.916 -0.068
C 0.753 -0.493 -3.397 -0.619
H -1.287 -4.043 -0.057 0.111
C 1.637 -3.978 -2.116 -0.027
O -0.940 -1.663 0.357 -0.560
H 5.766 0.693 2.431 0.122
C -0.002 3.823 -3.096 -0.598
C -1.150 4.374 -3.883 -0.237
H 6.242 2.921 3.077 0.122
H 4.204 4.693 3.797 0.093
H -1.069 6.400 -3.107 0.076
H 2.979 4.817 2.518 0.051
H -5.505 1.245 -1.491 0.108
H 2.330 -4.367 -0.091 0.124
N 3.351 2.703 -1.866 0.119
C -0.801 -4.194 3.293 -0.073
S 1.826 2.570 1.665 0.691
C -5.629 -1.446 2.448 -0.081
H -5.806 -1.747 0.330 0.107
N 1.053 2.836 -1.424 -0.100
H -2.124 5.315 -2.201 0.074
H 0.947 -3.189 -4.022 0.121
C 5.574 1.408 1.629 -0.123
C -4.766 -1.341 3.530 -0.076
H 6.242 1.179 0.800 0.113
N 1.413 -1.398 -1.267 0.088
H 3.638 0.500 1.146 0.092
H -1.081 -6.516 0.217 0.105
C 1.838 -2.325 -0.421 -0.181
H 1.722 -5.004 -2.453 0.111
Tl 0.577 0.603 -0.366 0.820
C -3.398 -1.479 3.342 -0.077
H -5.156 -1.137 4.519 0.105
C 1.114 -1.692 -2.522 -0.154
O 0.396 -0.707 -4.552 0.036
N 4.358 3.312 2.228 -0.165
H 3.426 2.137 -1.028 0.062
H -0.690 -3.533 4.145 0.113
C -0.786 -6.399 2.340 -0.081
H 6.284 3.482 1.399 0.121
H -1.882 3.571 -3.996 0.113
C -3.717 1.343 -0.326 -0.093
H -4.323 0.346 -3.507 0.101
C -4.437 1.067 -1.471 -0.074
H -6.695 -1.331 2.596 0.103
H -1.857 -0.020 -3.367 0.112
C 3.490 2.423 1.713 -0.793
H -3.347 -1.986 -0.012 0.115
O 0.860 0.623 -2.799 -0.106